Record 1
The following is a DFT calculation (ωB97M-V/def2-TZVPD) of 2 unconnected molecules or ions with the total composition CHN4.

XYZ file:
```
6
Properties=species:S:1:pos:R:3:mulliken_charge:R:1
C -0.15 0.90 0.25 0.2290
N 0.75 -2.27 -1.64 -0.3035
N -0.67 1.92 0.31 -0.4864
N -0.33 -1.66 -1.48 -0.2792
N 0.99 -1.50 -0.63 -0.3404
H 0.47 0.08 -0.09 0.1804
```

Results
* HOMO (alpha / beta): -1.9 / -1.9 eV
* net charge: -1
* gap between HOMO and LUMO (alpha / beta): 0.252 / 0.252 Ha
* E: -7009.5123 eV
* relative energy (zero: lowest compared OMol25 entry of this formula, charge and spin): 501.5 kJ/mol
* LUMO energy (alpha / beta): 4.97 / 4.98 eV



Record 2
The following is a DFT calculation (ωB97M-V/def2-TZVPD) of a molecular structure, CHN4S2.

XYZ file:
```
8
Properties=species:S:1:pos:R:3:mulliken_charge:R:1
C 1.39 0.10 0.02 0.0048
N 1.02 1.29 -0.01 -0.2729
N -0.30 1.51 -0.15 -0.4727
N -0.24 -0.79 -0.14 -0.3198
N -0.92 0.31 -0.06 0.5918
S -0.63 -2.35 -0.05 -0.4021
S -2.58 0.40 -0.01 -0.4398
H 2.25 -0.47 0.40 0.3107
```

Results
* HOMO (alpha / beta): -3.5 / -3.5 eV
* net charge: -1
* gap between HOMO and LUMO (alpha / beta): 0.264 / 0.264 Ha
* E: -28680.9566 eV
* relative energy (zero: lowest compared OMol25 entry of this formula, charge and spin): 333.1 kJ/mol
* LUMO energy (alpha / beta): 3.67 / 3.67 eV



Record 3
The following is a DFT calculation (ωB97M-V/def2-TZVPD) of 2 unconnected molecules or ions with the total composition CHN5O2.

XYZ file:
```
9
Properties=species:S:1:pos:R:3:mulliken_charge:R:1
N -1.06 2.97 -0.09 -0.3633
C -0.68 1.90 -0.32 0.3680
N -0.46 0.60 -0.44 -0.5507
N 0.44 -0.02 -1.05 1.1365
O 1.28 0.39 -1.80 -0.5541
O 0.35 -1.41 -0.87 -0.4594
H -0.55 -1.75 -0.72 0.4118
N 0.44 -1.60 3.11 -0.1880
N 0.23 -1.06 2.18 0.1993
```

Results
* HOMO (alpha / beta): -11.0 / -11.0 eV
* SMILES: N#C/N=[N+](\[O-])O.N#N
* gap between HOMO and LUMO (alpha / beta): 0.368 / 0.368 Ha
* E: -12594.4331 eV
* relative energy (zero: lowest compared OMol25 entry of this formula, charge and spin): 31.7 kJ/mol
* LUMO energy (alpha / beta): -0.96 / -0.96 eV



Record 4
The following is a DFT calculation (ωB97M-V/def2-TZVPD) of 2 unconnected molecules or ions with the total composition CHNO.

XYZ file:
```
4
Properties=species:S:1:pos:R:3:mulliken_charge:R:1
C -0.02 -0.76 -0.07 0.4390
N 0.74 -1.65 0.55 -0.2427
O 0.06 0.51 0.34 -0.3308
H -0.78 1.89 -0.82 0.1345
```

Results
* HOMO (alpha / beta): -11.4 / -10.8 eV
* gap between HOMO and LUMO (alpha / beta): 0.339 / 0.298 Ha
* E: -4583.1442 eV
* relative energy (zero: lowest compared OMol25 entry of this formula, charge and spin): 731.6 kJ/mol
* LUMO energy (alpha / beta): -2.19 / -2.73 eV



Record 5
The following is a DFT calculation (ωB97M-V/def2-TZVPD) of a molecular structure, CHNO2P.

XYZ file:
```
6
Properties=species:S:1:pos:R:3:mulliken_charge:R:1
C 0.54 1.00 -0.09 0.2079
N 0.36 2.15 0.09 -0.4716
O -1.32 -0.87 0.10 -0.7680
O 1.59 -1.43 0.60 -0.5292
P 0.81 -0.75 -0.51 0.2498
H -1.98 -0.10 -0.19 0.3113
```

Results
* HOMO (alpha / beta): -1.3 / -5.0 eV
* net charge: -1
* gap between HOMO and LUMO (alpha / beta): 0.219 / 0.254 Ha
* 2S+1: 3
* E: -15924.8228 eV
* LUMO energy (alpha / beta): 4.64 / 1.93 eV



Record 6
The following is a DFT calculation (ωB97M-V/def2-TZVPD) of a gas-phase ion, CHNO2PS (charge -1).

XYZ file:
```
7
Properties=species:S:1:pos:R:3:mulliken_charge:R:1
N 0.04 -0.72 -3.32 -0.4573
C 0.52 -0.70 -2.28 0.1457
P 1.20 -0.91 -0.44 0.7053
O 1.52 -2.33 -0.28 -0.6475
O -0.13 -0.67 0.40 -0.5130
S 2.46 0.58 -0.11 -0.5570
H -0.30 0.05 1.02 0.3238
```

Results
* HOMO: -4.7 eV
* net charge: -1
* SMILES: N#C[P@]([O-])(O)=S
* gap between HOMO and LUMO: 0.307 Ha
* E: -26766.2952 eV
* relative energy (zero: lowest compared OMol25 entry of this formula, charge and spin): 0.0 kJ/mol
* LUMO energy: 3.60 eV



Record 7
The following is a DFT calculation (ωB97M-V/def2-TZVPD) of CHNO2S in the gas phase.

XYZ file:
```
6
Properties=species:S:1:pos:R:3:mulliken_charge:R:1
C 0.16 -0.57 -0.59 -0.1760
N -0.95 -0.44 -0.01 0.1469
O -1.29 0.48 0.71 -0.2517
O 0.32 1.47 0.79 -0.3723
S 1.33 0.46 0.32 0.2671
H 0.44 -1.39 -1.21 0.3861
```

Results
* HOMO (alpha / beta): -8.8 / -8.7 eV
* gap between HOMO and LUMO (alpha / beta): 0.274 / 0.300 Ha
* E: -17468.3213 eV
* relative energy (zero: lowest compared OMol25 entry of this formula, charge and spin): 371.9 kJ/mol
* LUMO energy (alpha / beta): -1.31 / -0.56 eV



Record 8
The following is a DFT calculation (ωB97M-V/def2-TZVPD) of CHNO2S in the gas phase.

XYZ file:
```
6
Properties=species:S:1:pos:R:3:mulliken_charge:R:1
O 2.00 -1.47 0.24 -0.3006
C 1.25 -0.62 0.29 0.4873
N 0.81 0.34 0.76 -0.1285
O -0.59 0.84 0.60 -0.1809
S -1.58 0.06 -0.50 -0.0099
H -1.88 0.85 -1.39 0.1326
```

Results
* HOMO: -10.1 eV
* SMILES: O=C=NOS
* gap between HOMO and LUMO: 0.338 Ha
* E: -17469.0354 eV
* relative energy (zero: lowest compared OMol25 entry of this formula, charge and spin): 303.0 kJ/mol
* LUMO energy: -0.89 eV



Record 9
The following is a DFT calculation (ωB97M-V/def2-TZVPD) of 2 unconnected molecules or ions with the total composition CHNO2S3.

XYZ file:
```
8
Properties=species:S:1:pos:R:3:mulliken_charge:R:1
C 1.74 2.58 0.46 0.3586
N 2.20 2.46 -0.74 -0.4799
O 2.33 0.82 -2.88 -0.5102
O 0.32 2.21 -2.67 -0.5264
S 1.41 3.06 1.97 -0.4219
S -4.14 -6.22 2.51 -0.9206
S 1.23 1.23 -2.07 0.5799
H -5.09 -6.15 3.42 -0.0795
```

Results
* HOMO: -1.0 eV
* net charge: -2
* gap between HOMO and LUMO: 0.205 Ha
* E: -39144.6541 eV
* relative energy (zero: lowest compared OMol25 entry of this formula, charge and spin): 0.0 kJ/mol
* LUMO energy: 4.63 eV



Record 10
The following is a DFT calculation (ωB97M-V/def2-TZVPD) of 2 unconnected molecules or ions with the total composition CHNO3.

XYZ file:
```
6
Properties=species:S:1:pos:R:3:mulliken_charge:R:1
C 1.92 -0.88 0.47 0.6346
N -1.93 -0.08 -0.05 -0.0817
O 1.58 -1.92 0.75 -0.3091
O 2.34 0.16 0.35 -0.3350
O -2.28 1.01 -0.66 -0.2677
H -1.62 1.71 -0.87 0.3589
```

Results
* HOMO (alpha / beta): -9.4 / -9.4 eV
* gap between HOMO and LUMO (alpha / beta): 0.345 / 0.344 Ha
* E: -8681.9602 eV
* relative energy (zero: lowest compared OMol25 entry of this formula, charge and spin): 166.4 kJ/mol
* LUMO energy (alpha / beta): -0.03 / -0.05 eV



Q: Look up the E of the fourth one.
A: -4583.1442 eV